# 1
H16NO6 | ωB97M-V with the def2-TZVPD basis set

Geometry (Å):
N 0.16212 0.17176 0.40400
H -0.68636 0.50629 0.91950
H 0.63977 1.00024 0.01328
H -0.24804 -0.38320 -0.35913
H 0.73525 -0.36702 1.07078
O -1.60407 -0.84648 -1.65407
H -1.30314 -1.45788 -2.34247
H -2.14705 -1.38620 -1.06394
O -0.67198 1.43785 -3.05101
H -1.17257 0.76570 -2.56482
H -0.99346 1.38362 -3.95761
O 1.84528 1.73511 -1.12854
H 2.74793 1.80869 -1.46019
H 1.46811 2.61749 -1.25031
O 2.07942 -0.08901 2.42583
H 2.52689 0.69817 2.08745
H 1.84734 0.13306 3.33658
O 0.88322 -2.65930 0.70303
H 0.16584 -3.20515 0.36132
H 1.15321 -3.10176 1.51733
O -2.19842 0.52424 1.74175
H -3.07917 0.90381 1.85914
H -2.15013 -0.19004 2.39208

The highest occupied orbital energy is -0.5150 Eh. The LUMO energy is -3.04 eV. The spin multiplicity is 1. The charge is +1.

# 2
H16NO6 | ωB97M-V with the def2-TZVPD basis set

Geometry (Å):
N -0.37593 0.87866 0.12942
H -0.92855 1.73990 0.11950
H -0.73514 0.33180 -0.68019
H 0.60909 1.05709 -0.14606
H -0.42611 0.46277 1.06817
H -3.32820 3.54512 -0.40634
H -3.56849 2.09385 -0.93045
O -2.90418 2.70708 -0.60741
H 2.56008 0.71321 -1.53123
H 3.04456 1.17429 -0.21168
O 2.27212 1.28110 -0.78277
H -1.17725 -2.21667 -1.15161
H -1.50117 -1.03007 -2.18937
O -0.97608 -1.32730 -1.44497
H -0.16374 -1.39211 2.83523
H 0.82715 -0.19705 3.07280
O 0.04356 -0.47862 2.59317
H 4.50165 -0.46803 -2.87528
H 3.82013 0.74047 -3.50273
O 3.73478 0.11178 -2.77298
H -1.78331 -2.90914 3.81992
H -2.14604 -3.66703 2.63036
O -1.39893 -3.15109 2.96448

The highest occupied orbital energy is -0.5441 Eh. The LUMO energy is -2.59 eV. The spin multiplicity is 1. The charge is +1.

# 3
H16O7S | ωB97M-V with the def2-TZVPD basis set

Geometry (Å):
S -4.43003 -3.33107 -2.06688
H -3.37653 -3.99122 -2.68459
H -5.36841 -4.07485 -2.58216
H 0.81878 1.12009 2.85640
H 0.74386 1.03720 1.29863
O 0.72950 1.60473 2.06137
H -0.12155 1.17905 4.21389
H -0.93141 -0.17638 4.55814
O -0.14932 0.32809 4.79844
H -1.74842 -1.02920 -3.15855
H -0.89167 -0.74810 -1.96610
O -0.79894 -1.07154 -2.97924
H 4.35043 -0.27782 -2.78131
H 2.90291 -0.39857 -2.21892
O 3.46731 0.10303 -2.76497
H 1.50518 4.83822 3.38371
H 0.83732 3.37933 2.90503
O 0.87556 4.35703 2.77342
H -0.13121 -2.21624 -0.05357
H -1.49045 -2.13103 -0.50979
O -0.71793 -1.59376 -0.38100
H 1.60975 1.58008 -1.11223
H 1.34111 0.63385 -2.21945
O 0.97413 0.87909 -1.37026

The highest occupied orbital energy (alpha / beta) is 0.0197 / -0.2598 Eh. The LUMO energy (alpha / beta) is 2.91 / 2.88 eV. The spin multiplicity is 2. The charge is -1.

# 4
H16O7S | ωB97M-V with the def2-TZVPD basis set

Geometry (Å):
O 0.48967 -1.17385 -1.97916
H -0.26605 -1.75349 -1.90572
H 0.92270 -1.10379 -1.12154
O -1.64907 -2.13466 -0.31752
H -2.37178 -2.60653 0.08202
H -0.74595 -2.24916 -0.03375
O -0.49249 1.88270 1.26215
H -0.30125 2.11880 0.34270
H -1.42050 1.62513 1.21444
O -0.13387 0.14971 3.41336
H -0.86919 0.18885 4.03458
H -0.24118 0.86016 2.77165
O -0.21315 -2.57612 2.20244
H 0.61156 -2.22706 1.83953
H -0.60760 -1.82470 2.67880
O -2.06175 0.61332 -0.43629
H -2.10269 0.90859 -1.34163
H -1.93431 -0.33603 -0.28727
O 1.60317 -0.55279 1.20621
H 0.93689 0.16319 1.26931
H 2.24188 -0.35827 1.89251
S 1.47405 2.15371 -3.02715
H 0.23909 1.71899 -2.71871
H 1.88379 0.80468 -3.05783

The highest occupied orbital energy is -0.3545 Eh. The LUMO energy is 0.23 eV. The spin multiplicity is 1. As for the SMILES: O.O.O.O.O.O.O.S.